Computed, not measured: a structure of composition C21H24N3O2RuS2 at a distorted geometry, with ωB97M-V/def2-TZVPD.

Last column: Mulliken spin population.
Atoms and positions in Å:
Ru 1.22 -0.50 0.42  0.885
S 3.15 0.74 1.15  0.043
S 0.96 1.40 -1.11  0.025
O 0.00 -4.27 -0.65  0.001
O -1.78 -3.14 1.44  0.013
N -0.07 -0.01 1.85  0.035
N 2.18 -1.53 -1.08  -0.001
N 0.07 -2.18 0.35  0.004
C -1.07 -2.19 1.17  -0.007
C 4.77 2.66 -0.01  0.000
C 3.54 -1.73 -3.04  0.007
C 3.45 1.93 -0.12  0.012
C -0.87 1.01 3.89  0.066
C -3.95 1.31 1.24  0.014
C -2.20 -0.78 2.92  0.033
C 0.04 0.86 2.87  -0.019
C 2.91 -2.90 -3.38  -0.005
C -3.62 0.82 -1.18  -0.002
C -1.38 -0.73 1.66  0.029
C 1.59 -2.68 -1.40  0.017
C 2.78 3.23 -2.16  -0.002
C -2.09 -0.23 0.41  -0.111
C -1.96 0.06 3.94  -0.022
C 0.45 -3.15 -0.51  -0.006
C 3.15 -1.07 -1.89  -0.014
C 1.93 -3.39 -2.53  0.001
C -4.49 -0.97 0.33  -0.006
C 2.54 2.19 -1.07  0.002
C -3.52 0.22 0.23  0.029
H 1.98 3.17 -2.89  0.004
H -3.41 0.06 -1.94  -0.004
H 0.95 1.44 2.86  -0.004
H 3.73 3.07 -2.68  -0.002
H -0.69 1.72 4.68  0.004
H 4.81 3.22 0.93  0.001
H 4.32 -1.31 -3.66  0.001
H -4.93 1.71 0.96  0.001
H -2.58 0.02 4.83  -0.003
H -1.49 -0.29 -0.49  -0.012
H 3.17 -3.43 -4.29  -0.001
H 3.61 -0.13 -1.59  -0.001
H -2.95 -1.56 2.98  -0.002
H 4.93 3.36 -0.84  0.000
H -4.63 1.22 -1.36  0.001
H -4.01 0.90 2.25  -0.005
H -2.89 1.63 -1.30  0.000
H 2.79 4.25 -1.75  -0.001
H -4.49 -1.39 1.33  0.004
H -3.22 2.12 1.25  -0.003
H 5.60 1.94 0.01  0.000
H -5.52 -0.65 0.08  -0.003
H 1.38 -4.30 -2.72  0.000
H -4.19 -1.76 -0.36  -0.002

Results
**Charge**: -2
**HOMO level (spin up / spin down)**: 0.0473 / 0.0354 Eh
**LUMO energy (spin up / spin down)**: 4.697 / 4.692 eV
**Spin multiplicity**: 2
**Energy above the lowest of the compared OMol25 structures with the same formula, charge and spin**: 2.975 eV

Computed, not measured: the molecule C13H15NO at a distorted geometry, with ωB97M-V/def2-TZVPD.

Last column: natural (NBO) charge in e.
Atoms and positions in Å:
O -1.05 -2.45 -1.05  -0.719
N 1.44 0.05 0.00  -0.367
C 3.45 0.71 -0.50  -0.298
C -2.07 -0.03 0.85  -0.219
C -3.26 0.61 0.71  -0.193
C 1.58 1.30 0.55  -0.084
C -2.28 1.79 -1.10  -0.211
C 0.12 -1.79 -1.13  -0.005
C 2.89 1.64 0.33  -0.298
C -0.98 0.15 0.04  -0.021
C -3.37 1.56 -0.26  -0.208
C 0.25 -0.75 0.26  0.132
C -1.14 1.07 -1.04  -0.205
C 2.54 -0.29 -0.73  -0.095
C 0.75 -1.35 1.66  -0.611
H -3.94 0.23 1.45  0.214
H 2.77 -1.20 -1.33  0.226
H 0.21 -1.13 -1.88  0.174
H 0.08 -2.15 1.95  0.198
H -4.24 2.06 -0.33  0.207
H -2.13 -0.70 1.70  0.202
H 1.74 -1.72 1.67  0.227
H 0.60 -0.64 2.47  0.225
H -1.09 -3.32 -0.57  0.492
H -2.25 2.44 -1.97  0.217
H -0.27 1.11 -1.64  0.220
H 3.24 2.55 0.77  0.214
H 1.10 -2.49 -1.16  0.150
H 0.91 1.91 1.11  0.227
H 4.41 0.83 -0.84  0.210

Results
**Charge**: 0
**SMILES**: C[C@@](CO)(c1ccccc1)n1cccc1
**HOMO level**: -0.2953 Eh
**LUMO energy**: 0.584 eV
**Energy above the lowest of the compared OMol25 structures with the same formula, charge and spin**: 2.976 eV

Computed, not measured: the molecule C5H8O, with ωB97M-V/def2-TZVPD.

Last column: natural (NBO) charge in e.
Atoms and positions in Å:
O -0.63 -1.57 0.54  -0.474
C 0.97 0.32 0.51  -0.435
C 0.75 -1.18 0.29  -0.102
C -1.13 0.25 -0.83  -0.585
C -1.61 -0.98 -0.08  0.302
C -0.29 1.11 0.13  -0.400
H -0.89 1.34 1.02  0.210
H -0.03 2.07 -0.33  0.219
H -2.01 0.77 -1.21  0.227
H -0.51 -0.01 -1.70  0.218
H 0.96 -1.46 -0.74  0.184
H 1.81 0.62 -0.13  0.214
H 1.26 0.51 1.55  0.215
H 1.35 -1.80 0.95  0.206

Results
**Charge**: 0
**HOMO level**: -0.2958 Eh
**LUMO energy**: 0.948 eV
**Energy above the lowest of the compared OMol25 structures with the same formula, charge and spin**: 2.911 eV

Please write out number 3 again, unchanged.
Computed, not measured: the molecule C5H8O, with ωB97M-V/def2-TZVPD.

Last column: natural (NBO) charge in e.
Atoms and positions in Å:
O -0.63 -1.57 0.54  -0.474
C 0.97 0.32 0.51  -0.435
C 0.75 -1.18 0.29  -0.102
C -1.13 0.25 -0.83  -0.585
C -1.61 -0.98 -0.08  0.302
C -0.29 1.11 0.13  -0.400
H -0.89 1.34 1.02  0.210
H -0.03 2.07 -0.33  0.219
H -2.01 0.77 -1.21  0.227
H -0.51 -0.01 -1.70  0.218
H 0.96 -1.46 -0.74  0.184
H 1.81 0.62 -0.13  0.214
H 1.26 0.51 1.55  0.215
H 1.35 -1.80 0.95  0.206

Results
**Charge**: 0
**HOMO level**: -0.2958 Eh
**LUMO energy**: 0.948 eV
**Energy above the lowest of the compared OMol25 structures with the same formula, charge and spin**: 2.911 eV

The lowest energy above the lowest of the compared OMol25 structures with the same formula, charge and spin belongs to which entry?
C5H8O

The lowest energy above the lowest of the compared OMol25 structures with the same formula, charge and spin belongs to which entry?
C5H8O